Record 1
This record from the Open Molecules 2025 dataset describes C44H35BrCl5CoN3O4P2 as an isolated structure in a non-equilibrium geometry. The level of theory is ωB97M-V/def2-TZVPD.

Structure (XYZ):
```
95
Properties=species:S:1:pos:R:3:mulliken_charge:R:1
Br 7.78309 8.47429 6.24491 -0.2145
Co 11.63313 12.62936 11.51178 1.6280
Cl 19.34640 12.69698 11.80955 -0.1186
Cl 15.13302 15.23851 9.68165 -0.1644
Cl 17.46069 10.95534 13.56241 -0.1373
Cl 18.14503 15.01928 9.97849 -0.1443
Cl 14.34945 11.15027 13.03065 0.0177
P 11.12030 9.95110 14.71346 -0.0887
P 11.27183 13.77460 13.52932 1.9622
O 13.62770 13.16621 11.02546 -0.3694
O 11.74594 10.79283 11.59810 -1.3204
O 9.10187 12.59852 11.21852 0.0023
O 10.22751 8.20021 12.98071 -0.5367
N 8.36853 13.35725 9.19303 0.4768
N 12.16782 14.69068 8.55362 -0.2321
N 10.64176 13.61063 9.91503 0.5638
C 14.70165 16.80600 13.27665 -0.4629
C 15.45640 12.22326 12.30028 0.3860
C 11.48252 12.81307 15.08364 -1.9096
C 7.79586 9.71505 12.27868 -2.0639
C 13.55639 16.95716 12.49423 -0.8523
C 14.84356 13.14733 11.34893 -1.0445
C 9.74794 14.61891 13.92524 0.7649
C 8.57702 9.89500 13.30540 -1.0802
C 8.18909 7.85827 8.96978 -0.8803
C 9.93252 10.45844 9.22522 -0.9489
C 8.66347 13.94877 7.98830 -0.2802
C 10.58024 11.62147 15.38991 -0.8465
C 16.81411 12.15957 12.52380 -0.1918
C 12.53410 16.06051 12.63280 -0.1087
C 10.08948 8.22219 10.44607 -1.0041
C 9.18659 10.07349 8.14841 -0.5725
C 17.65328 12.98667 11.73350 0.6982
C 14.79835 15.79176 14.21080 -0.8946
C 8.58373 13.81104 13.98791 -0.1781
C 7.40771 14.29062 14.52485 -0.9459
C 8.21205 9.42078 10.86896 -0.0364
C 7.00688 12.89609 9.52115 -0.6930
C 15.77348 14.04645 10.71129 1.0107
C 8.73398 8.41511 17.69025 -0.9841
C 9.72256 9.76609 10.53175 2.2254
C 12.58089 15.02636 13.55842 0.1601
C 10.94279 8.37330 11.77393 -0.3596
C 7.32381 15.60456 15.00077 -0.7358
C 9.05262 7.06098 17.68617 -0.5605
C 9.34741 13.17636 10.18369 -0.7841
C 10.89749 14.21809 8.77169 0.7682
C 10.57203 7.49284 15.88414 -0.3785
C 10.02028 9.62923 13.17720 1.7251
C 10.00105 6.62173 16.77336 -0.6594
C 8.56162 7.94456 10.42990 -0.0557
C 10.70518 9.90698 11.78130 0.1389
C 17.11763 13.95452 10.82611 -0.3135
C 9.29720 9.28838 16.78895 0.0138
C 9.90997 14.42613 7.74973 -1.2378
C 10.23842 8.84909 15.86617 0.6765
C 13.72557 14.90980 14.39190 -0.6067
C 8.46380 16.37742 14.97538 -0.5820
C 8.37417 8.80413 8.07097 -0.1175
C 9.65979 15.92230 14.43294 -0.8557
H 8.15142 7.14412 11.00520 0.7244
H 6.50186 13.53699 10.25816 0.2473
H 10.60845 11.30603 9.11441 -0.0122
H 11.64591 16.16267 11.95719 0.3851
H 8.18248 10.11615 14.31447 0.3060
H 13.45058 17.71068 11.69316 0.3921
H 7.88041 14.05378 7.26052 0.4691
H 7.47815 9.81390 10.15135 0.8834
H 11.34485 13.58431 15.81448 0.8779
H 10.47532 16.63626 14.42451 0.3950
H 6.39720 15.92335 15.43988 0.4303
H 8.88860 10.28968 16.77161 0.2826
H 9.53486 11.80048 15.20064 0.2941
H 12.52887 12.53066 15.15811 0.5216
H 13.80319 14.13202 15.15714 0.3812
H 15.53587 17.52030 13.16526 0.4003
H 6.74398 9.86467 12.40558 0.4735
H 10.62092 7.80913 9.58176 0.5264
H 12.42083 15.02873 7.66165 0.2082
H 7.95046 8.80133 18.29977 0.4086
H 7.10915 11.89343 9.86899 0.1663
H 8.62510 12.79639 13.59933 0.0662
H 9.28640 10.66362 7.25016 0.5380
H 7.74813 6.93244 8.62782 0.4694
H 12.88172 14.34403 9.19674 -0.0467
H 8.45637 17.40917 15.37946 0.3827
H 11.94263 7.94251 11.74296 0.4360
H 6.48057 12.87262 8.59161 0.3644
H 10.20497 5.54128 16.73799 0.3492
H 6.52366 13.62194 14.54957 0.4353
H 10.17375 14.81530 6.77957 0.4128
H 10.61650 11.41711 16.47062 0.8654
H 11.31470 7.11818 15.20641 0.3863
H 15.68879 15.76564 14.82091 0.4939
H 8.59527 6.38231 18.37679 0.4194
```

Results
multiplicity	5
total charge	+1
relative energy (zero: lowest compared OMol25 entry of this formula, charge and spin)	2.626	eV
orbital gap (alpha / beta)	7.619 / 4.322	eV
E_HOMO (alpha / beta)	-10.05 / -10.09	eV
E_LUMO (alpha / beta)	-2.43 / -5.76	eV


Record 2
This record from the Open Molecules 2025 dataset describes C44H35BrGeN6O2S2Ti as an isolated structure in a non-equilibrium geometry. The level of theory is ωB97M-V/def2-TZVPD.

Structure (XYZ):
```
92
Properties=species:S:1:pos:R:3:mulliken_charge:R:1
Br 3.20277 -5.59633 0.78544 -0.1304
Ge 1.66863 0.47114 -0.71065 3.9328
Ti -0.34833 -1.15904 -0.14586 -1.5386
S -2.77026 0.54037 0.92842 1.8234
S -2.68001 1.58824 -2.36520 -0.1167
O -2.22204 0.26786 2.22819 -0.8135
O -3.73200 -0.38259 0.37641 -0.7641
N -1.76347 -2.51674 0.07020 1.0893
N -1.45754 0.54939 -0.09558 0.1014
N -0.97514 -0.31871 -2.17348 0.6796
N -0.00553 -1.39724 1.76863 1.5239
N 0.84385 -2.62260 -0.77613 0.9400
N -5.06130 5.96617 1.22354 -0.4820
C -3.44331 4.34225 1.95485 -0.9756
C -4.59046 2.47329 0.24009 -0.3908
C -1.66903 0.52333 -1.43491 -0.0586
C 3.22744 2.16080 1.14364 -0.1768
C -0.38120 -1.56925 4.54407 -1.1841
C -1.93413 -2.77012 1.39801 0.0832
C 0.87916 2.64172 1.19981 -0.1710
C 2.38568 3.84075 2.64471 -0.6486
C -2.90776 3.07767 1.86438 -0.5971
C -2.28409 -3.12275 4.14867 -1.0160
C 1.38901 3.48288 -3.70391 -0.6711
C -3.46570 2.15115 0.98936 -0.4682
C -3.67202 -3.85840 -0.40747 -1.1063
C 1.37684 2.79683 -2.49617 -0.3883
C -2.60673 -3.06041 -0.80002 -0.2953
C 0.60832 -0.77904 4.00050 -1.4312
C 1.85879 0.75539 -3.65550 0.0164
C 5.80696 -1.99948 -0.62612 -0.7164
C -3.88093 -4.09360 0.93352 -0.8194
C 3.40129 -0.55257 -0.69837 0.2619
C 1.93822 1.90346 0.67275 -0.6748
C -1.01535 -2.16030 2.30156 -0.1429
C -5.13316 3.73559 0.33434 -0.9882
C -1.21868 -2.28844 3.68518 1.2383
C 4.90826 -2.08911 0.42724 -0.7393
C 3.71568 -1.37937 0.38153 0.1718
C -2.99919 -3.55328 1.87787 0.9407
C 3.44858 3.12052 2.12310 -0.8160
C 1.46554 -3.50257 0.02689 -0.4146
C 1.63016 1.42717 -2.45364 -0.2875
C 1.93655 -3.67548 -2.63621 -1.0723
C 2.34625 -4.45128 -0.44559 -0.4278
C 1.10232 3.61087 2.17043 -0.7011
C 5.51395 -1.18261 -1.70799 -0.7514
C 4.32537 -0.46263 -1.74039 -0.5214
C 1.08256 -2.73911 -2.10049 -0.2595
C -4.55857 4.69936 1.17868 1.1168
C -2.11171 0.82399 -3.81232 -0.4897
C -1.22292 -0.14198 -3.51681 -1.2622
C 1.64542 2.80710 -4.88761 -0.7532
C 2.61299 -4.55250 -1.79941 -0.3059
C 0.76526 -0.71967 2.62549 -0.3030
C 1.87536 1.43827 -4.86274 -0.7885
C -3.12810 -3.73463 3.28961 -1.0253
H 6.21655 -1.09668 -2.52822 0.4282
H -3.92294 -4.36820 3.66195 0.4738
H -4.33957 -4.26539 -1.15293 0.4634
H 0.27306 4.19235 2.55561 0.4842
H 1.20861 4.55082 -3.72026 0.4336
H 1.26023 -3.43912 1.08553 0.5453
H 1.52918 -0.08708 2.19537 0.4165
H 1.67598 3.34191 -5.82821 0.3982
H 5.13605 -2.71443 1.28254 0.4915
H -3.01409 5.06915 2.63354 0.3065
H 2.06637 0.90688 -5.78767 0.4260
H -0.70048 -0.74649 -4.24318 0.4303
H -2.43320 -2.83033 -1.84399 0.4650
H -5.03861 1.72334 -0.39873 0.5631
H 4.06444 1.60431 0.73691 0.3303
H 1.18537 3.33174 -1.57240 0.3479
H -0.53324 -1.61249 5.61463 0.4554
H 0.55132 -2.04888 -2.73792 0.3661
H 1.26053 -0.19437 4.63323 0.5693
H 3.31460 -5.27975 -2.18117 0.4793
H 2.55344 4.58073 3.41723 0.4055
H 2.04946 -0.31424 -3.64183 0.4151
H 4.12614 0.19129 -2.58013 0.4474
H -4.72660 -4.68355 1.26294 0.4797
H 2.08903 -3.71996 -3.70543 0.5291
H 3.02439 -1.46958 1.21355 0.2473
H -6.01448 3.98993 -0.24142 0.3020
H 4.45546 3.30936 2.47577 0.4131
H -2.47320 1.13117 -4.77883 0.5288
H -2.06766 2.78290 2.47920 0.5724
H -0.12387 2.46025 0.84626 0.3074
H -5.95144 6.16008 0.80277 0.2058
H 6.73246 -2.56049 -0.59905 0.3745
H -4.75604 6.59601 1.94286 0.2075
H -2.39979 -3.25493 5.21696 0.4560
```

Results
multiplicity	2
total charge	+1
relative energy (zero: lowest compared OMol25 entry of this formula, charge and spin)	1.397	eV
orbital gap (alpha / beta)	6.084 / 5.779	eV
E_HOMO (alpha / beta)	-9.47 / -9.40	eV
E_LUMO (alpha / beta)	-3.39 / -3.62	eV